# 1
Here is a molecular structure, C44H67NOPSSb2SiV in a non-equilibrium geometry from OMol25. Energies are from wB97M-V/def2-TZVPD.

Each line ends with the Löwdin spin population.
Geometry (Å):
V -0.279 0.399 0.497  2.792
C -2.870 -1.100 3.294  0.002
Sb -1.491 -1.983 1.940  0.005
C -0.144 -2.711 3.419  0.000
C -2.645 -3.802 1.778  -0.005
C -2.025 -4.916 1.017  0.000
C -0.945 -5.590 1.581  0.000
C -0.301 -6.609 0.906  0.000
C -0.741 -6.977 -0.357  0.000
C -1.827 -6.333 -0.917  0.000
C -2.490 -5.304 -0.251  0.000
C -3.652 -4.645 -0.918  0.000
Sb -3.249 -2.597 -1.481  0.001
C -1.174 -2.968 -1.856  0.004
C -3.957 -2.821 -3.486  0.000
H -3.304 -1.887 3.911  0.000
H -3.656 -0.581 2.749  0.000
H -2.355 -0.374 3.921  0.000
H -0.685 -3.373 4.096  0.000
H 0.230 -1.862 3.985  0.000
H 0.701 -3.246 2.989  0.000
H -3.643 -3.546 1.448  0.000
H -2.716 -4.069 2.834  -0.001
H -0.613 -5.315 2.574  0.000
H 0.529 -7.124 1.369  0.000
H -0.250 -7.774 -0.897  0.000
H -2.180 -6.635 -1.895  0.000
H -4.553 -4.660 -0.307  0.000
H -3.881 -5.177 -1.842  0.000
H -1.012 -3.327 -2.872  0.000
H -0.825 -3.733 -1.162  0.000
H -0.570 -2.080 -1.683  0.004
H -3.530 -3.722 -3.925  0.000
H -3.678 -1.961 -4.097  0.000
H -5.041 -2.898 -3.495  0.000
C -1.823 3.132 5.213  -0.001
Si -0.058 2.678 5.649  -0.001
C 1.033 4.210 5.670  0.000
C -0.036 1.854 7.341  0.000
C 0.734 1.445 4.431  0.000
C 1.901 0.821 4.861  0.008
C 2.594 -0.085 4.066  0.000
C 2.079 -0.363 2.814  0.007
N 0.973 0.226 2.368  0.008
C 0.321 1.118 3.134  0.019
S -1.066 1.808 2.294  0.012
H -2.214 3.739 6.031  0.000
H -2.465 2.262 5.105  0.000
H -1.892 3.709 4.296  -0.001
H 0.705 4.916 6.428  0.000
H 1.000 4.716 4.706  0.000
H 2.073 3.962 5.877  0.000
H -0.479 2.515 8.082  0.000
H 0.962 1.606 7.692  0.000
H -0.621 0.935 7.329  0.000
H 2.287 1.040 5.849  0.001
H 3.495 -0.572 4.407  0.000
H 2.547 -1.080 2.151  0.000
C -2.803 6.035 -4.805  0.002
C -2.566 4.745 -4.087  0.010
C -2.530 4.698 -2.699  -0.001
C -2.302 3.517 -2.009  0.009
C -2.338 3.545 -0.516  0.001
C -2.108 2.339 -2.762  0.002
C -1.783 1.078 -2.136  0.038
O -1.391 0.961 -0.992  0.031
C -2.188 2.358 -4.180  0.008
C -2.035 1.121 -5.018  0.001
C -2.400 3.567 -4.814  -0.001
H -2.875 6.872 -4.116  0.000
H -3.725 5.986 -5.383  0.001
H -1.993 6.233 -5.506  0.001
H -2.694 5.607 -2.137  0.000
H -2.778 4.483 -0.183  0.000
H -1.346 3.461 -0.067  0.001
H -2.925 2.720 -0.107  0.000
H -1.906 0.155 -2.730  0.002
H -1.071 0.628 -4.873  0.000
H -2.115 1.380 -6.070  0.000
H -2.818 0.393 -4.799  0.000
H -2.447 3.601 -5.894  0.000
C 3.628 -0.285 -3.382  0.000
C 2.197 0.100 -3.006  0.003
C 1.730 1.283 -3.861  0.000
C 1.279 -1.081 -3.334  0.001
P 2.011 0.497 -1.177  0.008
C 2.950 -0.860 -0.401  0.005
C 4.291 -0.844 -0.027  0.000
C 4.877 -1.953 0.561  0.001
C 4.140 -3.110 0.764  0.000
C 2.807 -3.150 0.384  0.001
C 2.221 -2.031 -0.184  0.010
C 2.819 2.142 -0.789  -0.002
C 4.153 2.451 -1.475  -0.001
C 2.992 2.235 0.732  0.002
C 1.813 3.243 -1.169  0.000
H 3.665 -0.490 -4.453  0.000
H 3.943 -1.188 -2.862  0.000
H 4.353 0.498 -3.172  0.000
H 1.662 0.955 -4.900  0.000
H 2.417 2.125 -3.833  0.000
H 0.740 1.643 -3.566  0.000
H 1.373 -1.309 -4.397  0.000
H 0.234 -0.841 -3.140  0.001
H 1.530 -1.987 -2.781  0.000
H 4.894 0.040 -0.174  0.000
H 5.915 -1.914 0.856  0.000
H 4.601 -3.974 1.217  0.000
H 2.219 -4.044 0.539  0.000
H 1.165 -2.066 -0.435  0.008
H 4.937 1.731 -1.253  0.000
H 4.501 3.423 -1.126  0.000
H 4.061 2.513 -2.558  0.000
H 3.660 1.482 1.147  0.000
H 2.035 2.163 1.257  0.002
H 3.408 3.217 0.960  0.000
H 1.641 3.328 -2.239  0.000
H 2.202 4.199 -0.820  0.000
H 0.843 3.085 -0.680  0.000

Cartesian forces (eV/Å) of the 3 atoms listed first:
V 1.13 -0.69 1.25
C -0.06 0.00 0.11
Sb 0.11 0.42 -0.25

Expectation value of S²: 3.765
Spin multiplicity: 4
E_HOMO (spin up / spin down), eV: -9.72 / -10.19
Gap between HOMO and LUMO (spin up / spin down), eV: 6.815 / 7.124
Net charge: +1
Total energy, a.u.: -4300.21103
LUMO energy (spin up / spin down), Ha: -0.1069 / -0.1129


# 2
Here is 7 unconnected molecules or ions with the total composition C44H70F18NO16S in a non-equilibrium geometry from OMol25. Energies are from wB97M-V/def2-TZVPD.

Each line ends with the Mulliken charge.
Geometry (Å):
C 4.303 -3.501 -1.433  -1.112
C 4.388 -2.861 -0.047  -0.610
C 3.777 -1.452 0.090  -0.766
C 2.614 -1.166 -0.859  0.709
C 2.168 0.271 -0.651  -0.918
N 1.471 0.930 -1.853  0.590
S 0.294 -0.218 -2.548  0.367
C 0.790 2.176 -1.334  -0.634
C -0.606 1.955 -0.733  -0.752
C -1.677 2.272 -1.773  -0.696
C -3.104 2.020 -1.263  -1.139
C -3.755 0.813 -1.980  -0.440
C -4.270 -0.216 -0.975  -0.701
C -5.087 -1.321 -1.631  -0.880
C -4.209 -2.378 -2.302  -0.843
O -2.918 -2.429 -1.650  0.153
C -2.118 -3.407 -2.180  0.352
C -1.791 -4.534 -1.250  -1.010
O -1.682 -3.332 -3.317  -0.523
C 2.565 1.337 -2.794  -0.932
C 2.092 1.868 -4.146  -0.402
O 3.192 1.921 -5.036  -0.340
C 3.667 0.687 -5.456  0.286
O 4.866 0.471 -5.404  -0.544
C 2.712 -0.342 -6.005  -0.079
C 2.878 -1.704 -5.268  -0.879
H 3.321 -3.438 -1.890  0.240
H 5.073 -3.109 -2.090  0.289
H 4.522 -4.561 -1.330  0.434
H 5.446 -2.759 0.180  0.278
H 4.003 -3.532 0.713  0.406
H 3.386 -1.370 1.105  0.133
H 4.557 -0.698 0.012  0.472
H 2.951 -1.309 -1.881  -0.427
H 1.800 -1.836 -0.605  0.408
H 1.529 0.381 0.213  0.182
H 3.056 0.874 -0.477  0.384
H 1.080 -0.728 -3.510  -0.259
H 1.451 2.560 -0.563  0.252
H 0.719 2.943 -2.096  0.514
H -0.729 0.973 -0.291  0.128
H -0.713 2.678 0.071  0.597
H -1.581 3.332 -2.017  0.425
H -1.500 1.753 -2.709  0.498
H -3.061 1.815 -0.194  0.515
H -3.722 2.902 -1.385  0.419
H -4.572 1.171 -2.600  0.382
H -3.004 0.327 -2.598  0.280
H -4.891 0.297 -0.242  0.560
H -3.418 -0.614 -0.432  0.185
H -5.753 -1.762 -0.896  0.258
H -5.709 -0.879 -2.405  0.470
H -4.673 -3.359 -2.209  0.574
H -4.087 -2.143 -3.355  0.410
H -1.400 -5.345 -1.852  0.388
H -2.666 -4.874 -0.706  0.220
H -1.019 -4.246 -0.542  0.240
H 3.288 0.536 -2.914  0.792
H 3.100 2.142 -2.298  0.225
H 1.259 1.321 -4.578  0.227
H 1.757 2.892 -4.025  0.280
H 2.964 -0.495 -7.048  0.452
H 1.668 -0.052 -5.961  0.265
H 3.409 -1.549 -4.333  0.103
H 1.903 -2.124 -5.044  0.214
H 3.448 -2.390 -5.877  0.399
C -0.809 3.215 6.081  -1.130
C -1.004 3.291 4.585  -0.276
O -0.261 2.245 3.908  -0.234
C -0.832 1.057 3.882  0.227
O -1.887 0.744 4.337  -0.510
C 0.061 0.077 3.103  0.859
F 1.346 0.178 3.437  -0.259
F -0.023 0.332 1.773  -0.287
F -0.317 -1.176 3.289  -0.238
H 0.252 3.243 6.331  0.310
H -1.307 4.050 6.571  0.423
H -1.215 2.287 6.481  0.330
H -0.612 4.226 4.192  0.349
H -2.056 3.232 4.310  0.321
C 3.112 -2.077 6.144  -1.091
C 2.041 -2.180 7.208  -0.186
O 2.455 -1.518 8.418  -0.325
C 2.291 -0.206 8.426  0.344
O 1.835 0.457 7.542  -0.537
C 2.741 0.373 9.778  0.941
F 3.906 -0.149 10.161  -0.258
F 1.830 0.098 10.713  -0.266
F 2.877 1.689 9.696  -0.211
H 4.058 -2.471 6.516  0.347
H 2.821 -2.643 5.259  0.373
H 3.276 -1.040 5.854  0.275
H 1.868 -3.218 7.483  0.330
H 1.093 -1.766 6.867  0.271
C -4.819 -3.745 1.156  -0.850
C -5.702 -3.334 2.314  -0.542
O -6.899 -4.129 2.360  -0.343
C -6.775 -5.320 2.930  0.338
O -5.781 -5.786 3.395  -0.517
C -8.140 -6.030 2.945  0.923
F -8.755 -5.913 1.768  -0.246
F -8.921 -5.484 3.881  -0.250
F -7.991 -7.316 3.217  -0.235
H -5.376 -3.702 0.218  0.262
H -3.955 -3.084 1.084  0.318
H -4.464 -4.769 1.281  0.441
H -6.041 -2.307 2.193  0.365
H -5.175 -3.401 3.264  0.351
C -1.896 -5.159 -5.614  -0.859
C -2.016 -6.402 -6.469  -0.449
O -3.365 -6.578 -6.941  -0.309
C -3.703 -5.864 -8.003  0.340
O -3.009 -5.099 -8.600  -0.514
C -5.152 -6.190 -8.404  0.911
F -5.953 -6.217 -7.337  -0.246
F -5.201 -7.386 -8.994  -0.250
F -5.616 -5.283 -9.251  -0.236
H -2.613 -5.191 -4.797  0.222
H -0.895 -5.078 -5.197  0.371
H -2.100 -4.263 -6.199  0.323
H -1.795 -7.294 -5.887  0.343
H -1.328 -6.379 -7.314  0.346
C 5.794 6.188 10.622  -1.151
C 5.193 5.121 9.734  -0.211
O 3.803 5.391 9.461  -0.281
C 3.556 6.259 8.496  0.328
O 4.354 6.840 7.825  -0.512
C 2.036 6.395 8.313  0.894
F 1.407 6.503 9.482  -0.248
F 1.557 5.312 7.684  -0.239
F 1.736 7.459 7.582  -0.247
H 5.213 6.291 11.539  0.312
H 6.818 5.925 10.883  0.383
H 5.803 7.156 10.122  0.318
H 5.204 4.155 10.233  0.297
H 5.740 5.020 8.798  0.345
C 3.134 5.027 -5.878  -0.818
C 2.736 5.340 -7.303  -0.391
O 1.382 5.825 -7.363  -0.328
C 1.213 7.110 -7.079  0.322
O 2.061 7.891 -6.781  -0.501
C -0.274 7.476 -7.222  0.923
F -1.053 6.552 -6.648  -0.246
F -0.602 7.553 -8.512  -0.249
F -0.524 8.643 -6.651  -0.236
H 2.423 4.334 -5.435  0.059
H 4.126 4.581 -5.848  0.407
H 3.141 5.931 -5.268  0.407
H 2.747 4.439 -7.912  0.343
H 3.413 6.058 -7.761  0.352

Cartesian forces (eV/Å) of the 3 atoms listed first:
C 0.25 -0.40 0.42
C 0.30 0.28 -0.31
C -0.23 -0.43 0.39

E_HOMO, eV: -12.65
Gap between HOMO and LUMO, eV: 9.688
Net charge: +1
Total energy, a.u.: -5172.77803
LUMO energy, Ha: -0.1088


# 3
Here is 5 unconnected molecules or ions with the total composition C44H72ClFN2O21S8 in a non-equilibrium geometry from OMol25. Energies are from wB97M-V/def2-TZVPD.

Each line ends with the Mulliken charge.
Geometry (Å):
C 6.842 -3.823 -0.520  -0.795
C 7.168 -2.378 -1.170  0.420
O 6.984 -2.263 -2.407  -0.550
N 7.692 -1.339 -0.262  -0.292
C 7.224 0.032 -0.621  -0.560
C 5.955 0.529 0.257  -0.732
C 4.538 0.209 -0.485  0.020
C 3.398 -0.127 0.596  -1.016
C 1.917 0.269 0.145  0.469
C 1.004 1.298 0.902  0.417
C 1.519 2.059 2.227  -1.379
C 0.825 1.273 3.466  -0.185
O 1.160 1.869 4.762  -0.323
C 0.164 1.410 5.678  0.649
C -0.441 -0.089 5.664  -0.877
O -0.299 2.201 6.544  -0.526
C -0.436 1.682 0.416  0.781
C -1.373 2.762 1.137  -1.250
C -1.135 4.231 0.465  -0.656
C -1.836 4.329 -1.005  -0.226
Cl -0.597 4.714 -2.338  -0.232
C -0.983 1.002 -0.862  -0.811
C -0.137 -0.024 -1.665  -1.243
C 1.308 -0.366 -1.137  0.692
S 2.239 -1.575 -2.221  -0.090
C 1.772 -0.948 -3.919  0.698
C 2.788 -0.830 -5.079  -0.669
C 2.233 -0.240 -6.421  0.206
S 3.334 0.013 -7.871  1.200
O 4.307 -1.099 -8.107  -0.544
O 2.469 0.368 -9.038  -0.573
F 4.280 1.373 -7.486  -0.280
C 0.751 0.178 -6.561  -0.503
C -0.265 0.058 -5.404  -0.802
C 0.258 -0.519 -4.043  -0.153
N -0.692 -0.627 -2.897  0.241
S -1.147 -2.303 -2.696  0.244
C -1.749 -2.624 -0.971  -0.402
C -2.142 -4.180 -0.770  0.106
O -2.282 -4.638 0.398  -0.587
O -2.296 -5.097 -1.844  0.113
C -3.686 -5.386 -2.131  -1.009
C -4.326 -4.384 -3.214  1.641
C -5.653 -3.613 -2.690  -1.324
O -4.515 -4.993 -4.537  -0.441
C -3.901 -4.065 -5.465  0.420
O -4.594 -3.064 -5.784  -0.480
C -2.424 -4.226 -6.043  -0.273
S -1.333 -5.376 -5.049  -0.156
H 6.648 -3.747 0.608  0.280
H 7.782 -4.456 -0.667  0.309
H 5.988 -4.335 -1.092  0.150
H 8.728 -1.404 -0.299  0.298
H 6.992 0.183 -1.732  0.277
H 8.094 0.751 -0.369  0.401
H 6.091 1.649 0.434  0.345
H 6.000 -0.015 1.261  0.335
H 4.759 -0.708 -1.154  0.066
H 4.281 1.059 -1.204  0.285
H 3.628 0.358 1.604  0.415
H 3.396 -1.278 0.713  0.307
H 1.157 3.143 2.133  0.280
H 2.654 2.039 2.310  0.371
H -0.304 1.244 3.257  0.238
H 1.180 0.176 3.428  0.254
H -0.877 -0.381 6.690  0.301
H 0.351 -0.860 5.323  0.307
H -1.306 -0.200 4.910  0.291
H -2.500 2.554 0.981  0.412
H -1.206 2.854 2.261  0.167
H -1.612 5.071 1.100  0.341
H -0.010 4.418 0.284  0.377
H -2.694 5.102 -1.019  0.373
H -2.316 3.340 -1.325  0.138
H -2.021 1.245 -1.254  0.413
H 3.868 -1.157 -4.920  0.425
H 0.424 0.615 -7.562  0.404
H -1.338 0.405 -5.533  0.460
H -0.943 -2.409 -0.184  0.424
H -2.699 -2.039 -0.681  0.292
H -4.295 -5.389 -1.149  0.374
H -3.801 -6.454 -2.553  0.313
H -3.535 -3.552 -3.374  -0.423
H -6.486 -3.573 -3.467  0.338
H -5.963 -4.062 -1.688  0.332
H -5.358 -2.517 -2.467  0.231
H -2.400 -4.563 -7.132  0.445
H -1.906 -3.195 -6.006  0.067
H -0.381 -4.637 -4.358  0.147
O -0.014 3.284 12.671  -0.642
S 0.012 4.587 12.061  1.177
O -1.185 5.362 11.867  -0.552
O 0.812 4.492 10.653  -0.294
C 0.353 3.562 9.671  -0.359
C -0.923 4.037 9.007  -0.755
C 1.183 5.598 12.922  -0.948
H 0.225 2.568 10.112  0.349
H 1.140 3.480 8.917  0.238
H -1.750 4.070 9.720  0.334
H -1.209 3.368 8.196  0.405
H -0.798 5.046 8.609  0.085
H 2.111 5.041 13.050  0.317
H 0.755 5.842 13.894  0.375
H 1.350 6.510 12.351  0.303
O 3.842 -6.422 -0.844  -0.645
S 3.218 -7.118 -1.940  1.181
O 2.517 -6.421 -2.982  -0.545
O 2.253 -8.276 -1.344  -0.245
C 1.228 -7.898 -0.424  -0.583
C 0.082 -7.189 -1.122  -0.642
C 4.412 -8.183 -2.697  -0.993
H 1.642 -7.284 0.382  0.315
H 0.855 -8.819 0.032  0.302
H 0.402 -6.231 -1.536  0.196
H -0.735 -6.994 -0.424  0.408
H -0.295 -7.791 -1.952  0.229
H 4.932 -8.748 -1.924  0.337
H 5.117 -7.553 -3.239  0.377
H 3.901 -8.848 -3.392  0.320
O -3.047 10.384 7.077  -0.634
S -1.684 10.133 7.467  1.182
O -0.892 9.107 6.845  -0.590
O -1.626 9.938 9.074  -0.248
C -2.444 8.927 9.666  -0.624
C -1.902 7.535 9.399  -0.844
C -0.776 11.651 7.388  -0.928
H -3.479 9.022 9.324  0.355
H -2.443 9.110 10.744  0.287
H -1.946 7.290 8.336  0.388
H -2.481 6.783 9.938  0.421
H -0.855 7.464 9.704  0.250
H -1.344 12.435 7.886  0.314
H -0.638 11.897 6.335  0.368
H 0.194 11.507 7.864  0.309
O -4.123 -0.383 -9.407  -0.673
S -4.662 -1.701 -9.193  1.194
O -3.845 -2.793 -8.740  -0.491
O -5.460 -2.164 -10.527  -0.283
C -4.756 -2.176 -11.769  -0.361
C -3.781 -3.336 -11.852  -0.948
C -6.064 -1.578 -8.117  -0.919
H -4.248 -1.219 -11.932  0.316
H -5.506 -2.281 -12.557  0.269
H -2.978 -3.233 -11.120  0.272
H -3.324 -3.387 -12.843  0.386
H -4.288 -4.281 -11.645  0.256
H -6.715 -0.777 -8.466  0.387
H -5.694 -1.352 -7.118  0.290
H -6.587 -2.533 -8.109  0.313

Cartesian forces (eV/Å) of the 3 atoms listed first:
C 0.56 0.62 0.03
C -0.62 -1.69 -2.30
O 0.46 0.43 4.10

E_HOMO, eV: -8.48
Gap between HOMO and LUMO, eV: 7.366
Structure (SMILES): CC(=O)NCCCCc1c(CCOC(C)=O)c(CCCCl)cc2c1Sc1cc(S(=O)(=O)F)ccc1N2SCC(=O)OC[C@H](C)OC(=O)CS.CCOS(C)(=O)=O.CCOS(C)(=O)=O.CCOS(C)(=O)=O.CCOS(C)(=O)=O
Total energy, a.u.: -7154.32131
LUMO energy, Ha: -0.0410